9 unconnected molecules or ions with the total composition C26H50N4O5, computed with wB97M-V/def2-TZVPD.

```
85
Properties=species:S:1:pos:R:3:lowdin_charge:R:1
C 0.51990 -0.44037 1.31510 -0.139
C 0.04465 0.76975 1.85726 -0.105
C 1.03134 1.66153 1.51287 -0.134
N 2.12201 0.94523 1.03261 -0.016
C 1.85562 -0.35585 0.93740 -0.141
H -0.04157 -1.36180 1.36110 0.083
H -0.83659 0.82208 2.47942 0.094
H 1.09588 2.73794 1.57264 0.100
H 2.94094 1.38637 0.63911 0.148
H 2.52034 -1.10125 0.52639 0.110
C -7.63553 3.84425 2.84247 -0.101
C -8.39981 2.76829 3.38327 -0.141
C -9.71963 2.96401 3.12612 -0.139
N -9.79289 4.09782 2.32043 -0.005
C -8.56723 4.72623 2.30559 -0.137
H -6.55903 3.90779 2.90178 0.087
H -8.06875 1.88701 3.91256 0.089
H -10.55065 2.29980 3.31224 0.103
H -10.59442 4.46864 1.83039 0.142
H -8.37808 5.65077 1.78038 0.102
C 0.76569 -7.47255 -1.70726 -0.147
C 0.27146 -7.43638 -3.00216 -0.107
C 0.83287 -8.52701 -3.55897 -0.157
N 1.58992 -9.26980 -2.65402 0.026
C 1.52090 -8.56663 -1.51053 -0.177
H 0.61971 -6.71787 -0.94860 0.095
H -0.26943 -6.70698 -3.58679 0.102
H 0.73741 -8.91216 -4.56344 0.102
H 2.18473 -10.08075 -2.74717 0.149
H 2.06501 -8.90933 -0.64283 0.112
C -6.10845 -3.15599 -1.16564 -0.127
C -7.31264 -3.67633 -1.63157 -0.116
C -8.32066 -3.04426 -0.89908 -0.161
N -7.80835 -2.05453 -0.13558 0.012
C -6.42169 -2.19888 -0.21147 -0.137
H -5.11826 -3.49217 -1.43564 0.092
H -7.43074 -4.48107 -2.34208 0.090
H -9.38482 -3.22820 -0.91128 0.102
H -8.24988 -1.43219 0.52612 0.148
H -5.77291 -1.57989 0.39048 0.097
C 9.21207 -0.11332 1.90090 -0.071
C 9.33331 0.16145 0.34167 -0.292
O 8.07010 0.51808 -0.18764 -0.105
H 8.58368 -0.97972 2.10722 0.067
H 8.74707 0.76593 2.34677 0.058
H 10.12511 -0.12392 2.49617 0.059
H 9.60898 -0.70783 -0.25536 0.105
H 9.92262 1.03854 0.07425 0.104
H 7.95599 1.45993 -0.04101 0.076
C 6.01402 7.52111 2.13309 -0.116
C 6.96195 7.24674 1.04966 -0.364
O 6.68140 5.99070 0.46718 -0.060
H 6.01659 8.52314 2.56207 0.084
H 6.18148 6.84087 2.96815 0.076
H 5.05267 7.12804 1.80234 0.077
H 7.99829 7.31557 1.38036 0.117
H 6.81133 8.12514 0.42211 0.107
H 5.77964 6.08688 0.15223 0.078
C -4.94533 -4.14468 6.93702 -0.096
C -4.56948 -4.98231 5.75937 -0.353
O -5.76504 -5.21250 5.07722 -0.078
H -4.23067 -3.51644 7.46869 0.073
H -5.45324 -4.75744 7.68177 0.074
H -5.73295 -3.49840 6.54964 0.074
H -4.09221 -5.92980 6.00954 0.108
H -3.84818 -4.48903 5.10782 0.110
H -5.73931 -4.77561 4.22278 0.087
C -0.58849 7.13066 -2.55850 -0.092
C 0.84743 7.67028 -2.42580 -0.304
O 1.69843 6.52665 -2.38755 -0.100
H -1.42414 7.73658 -2.20827 0.068
H -0.62714 6.27188 -1.88833 0.072
H -0.82803 6.77951 -3.56219 0.071
H 1.03831 8.19732 -1.49098 0.110
H 1.11912 8.28618 -3.28309 0.102
H 1.41240 5.99135 -3.13135 0.072
C 4.34674 -2.56823 -6.07637 -0.106
C 5.03682 -2.52826 -7.41853 -0.313
O 5.05891 -1.17035 -7.80944 -0.099
H 3.37405 -2.07774 -6.03908 0.070
H 4.77034 -2.10233 -5.18664 0.077
H 4.13153 -3.62813 -5.94067 0.072
H 4.35548 -3.00785 -8.12130 0.108
H 6.07128 -2.87057 -7.44717 0.119
H 4.15028 -0.86297 -7.77074 0.073
```

SMILES string ... c1cc[nH]c1.c1cc[nH]c1.c1cc[nH]c1.c1cc[nH]c1.CCO.CCO.CCO.CCO.CCO
Charge ... 0
Spin multiplicity ... 1

=====

C4H3NO in the gas phase, computed with wB97M-V/def2-TZVPD.

```
9
Properties=species:S:1:pos:R:3:nbo_charge:R:1
C -0.02839 -2.19516 0.19071 -0.163
C -0.05211 -0.99589 0.06184 -0.064
C -0.18568 0.45981 -0.17975 -0.052
O 0.13591 0.84009 -1.49017 -0.667
C 0.22150 1.35130 0.93099 0.233
N 0.06865 2.10193 1.79874 -0.285
H -0.04039 -3.26105 0.32414 0.245
H -1.20746 0.84180 0.02818 0.267
H 1.08798 0.85717 -1.66468 0.485
```

SMILES string ... C#C[C@H](O)C#N
Charge ... 0
Spin multiplicity ... 1
ΔE to the lowest compared entry with this formula, charge and spin ... 2.097 eV

=====

C4H13N3 in the gas phase, computed with wB97M-V/def2-TZVPD.

```
20
Properties=species:S:1:pos:R:3:nbo_charge:R:1
C -2.64002 1.66592 -0.71567 -0.404
N -1.48433 0.99981 -0.13839 -0.646
C -1.45886 -0.44380 -0.16533 -0.226
C -0.02353 -0.95909 -0.44776 -0.217
N 0.89408 -0.88455 0.66922 -0.639
C 2.36580 -0.92286 0.34454 -0.047
N 3.22317 0.23980 0.69217 -0.826
H -3.59775 1.59469 -0.20401 0.163
H -2.67828 1.27183 -1.73815 0.194
H -2.50866 2.75484 -0.64638 0.198
H -1.21936 1.40458 0.74629 0.359
H -1.69202 -0.93276 0.79265 0.176
H -2.11286 -0.88623 -0.91131 0.201
H 0.28333 -0.34943 -1.29382 0.172
H -0.08633 -1.99066 -0.79722 0.180
H 0.79707 -0.03464 1.21847 0.341
H 2.30457 -1.09075 -0.73707 0.165
H 2.71173 -1.83709 0.83918 0.154
H 4.12180 -0.16360 0.93097 0.360
H 2.80044 0.56399 1.56160 0.343
```

SMILES string ... CNCCNCN
Charge ... 0
Spin multiplicity ... 1
ΔE to the lowest compared entry with this formula, charge and spin ... 1.725 eV

=====

2 unconnected molecules or ions with the total composition C2H10N4O, computed with wB97M-V/def2-TZVPD.

```
17
Properties=species:S:1:pos:R:3:nbo_charge:R:1
C -0.97505 -0.36988 -1.64525 -0.558
C -1.61795 0.09189 -0.56891 0.431
N -2.53510 -0.61205 0.16905 -0.851
O -1.64923 1.44465 -0.35014 -0.682
H -0.32481 0.28277 -2.21988 0.215
H -0.94452 -1.42679 -1.88415 0.204
H -2.56382 -1.59394 -0.09942 0.388
H -3.46911 -0.21762 0.09369 0.377
H -2.04853 1.53392 0.53054 0.477
N 2.37535 -0.96596 1.32434 -0.662
N 1.52720 -0.25437 0.45595 -0.340
N 1.92120 1.10032 0.49551 -0.710
H 3.28792 -1.10261 0.88768 0.336
H 2.55929 -0.40553 2.16022 0.322
H 0.48839 -0.40947 0.67967 0.357
H 2.76541 1.23196 -0.06633 0.340
H 1.20337 1.67272 0.03742 0.356
```

SMILES string ... C=C(N)O.NNN
Charge ... 0
Spin multiplicity ... 1
ΔE to the lowest compared entry with this formula, charge and spin ... 3.866 eV

=====

Computed HOMO level, in the same sequence as the records: -8.023 -10.917 -8.556 -7.767 eV.
Computed LUMO, in the same sequence as the records: 0.36 0.37 1.17 0.68 eV.